No. 1
9
Properties=species:S:1:pos:R:3 method="wB97M-V/def2-TZVPD" spin_multiplicity=1 homo_lumo_gap_ev=8.5 e_above_lowest_ev=1.387 charge=0 smiles="NC(=O)NS" lumo_energy_ev=0.5
N 1.614 -0.107 0.150
C 0.335 -0.392 -0.110
O -0.068 -1.525 -0.307
N -0.736 0.815 -0.091
S -2.378 0.479 -0.069
H 1.964 0.761 0.373
H 2.094 -0.772 -0.325
H -0.531 1.692 0.418
H -2.294 -0.951 -0.039

---

No. 2
16
Properties=species:S:1:pos:R:3 method="wB97M-V/def2-TZVPD" spin_multiplicity=1 homo_lumo_gap_ev="10.0 / 8.6" e_above_lowest_ev=5.532 charge=0 lumo_energy_ev="-0.7 / -0.6"
C 1.758 -0.997 0.384
C 0.785 -1.452 -0.687
C 0.530 -0.243 0.071
N 0.409 1.989 -1.118
N -2.231 0.536 -0.030
O -1.325 -1.054 1.555
O -0.634 1.315 1.771
S -0.966 0.188 0.961
H 1.761 -1.724 1.353
H 2.681 -0.484 0.038
H 1.027 -1.398 -1.664
H 0.354 -2.466 -0.564
H -0.253 2.526 -0.557
H 1.244 2.096 -0.558
H -2.356 1.361 -0.598
H -2.785 -0.193 -0.357

---

No. 3
62
Properties=species:S:1:pos:R:3 method="wB97M-V/def2-TZVPD" spin_multiplicity=1 homo_lumo_gap_ev=6.7 e_above_lowest_ev=1.102 charge=-1 lumo_energy_ev=2.8
Ru -0.148 0.029 -0.866
C 0.981 -3.797 3.484
C 2.265 -3.073 3.105
N 2.316 -2.570 1.733
C 1.474 -1.568 1.268
S 2.168 -0.365 0.256
N 0.225 -1.591 1.657
N -0.442 -0.587 1.007
C -1.320 0.070 1.683
C -1.829 -0.388 3.012
C -1.605 1.406 1.130
C -2.453 2.317 1.740
C -2.512 3.617 1.262
C -1.716 3.969 0.188
C -0.926 2.998 -0.399
N -0.880 1.736 0.043
H 1.117 -4.292 4.450
H 0.732 -4.547 2.731
H 0.144 -3.109 3.546
H 3.092 -3.782 3.184
H 2.462 -2.262 3.820
H 3.254 -2.333 1.445
H -1.850 -1.476 3.019
H -2.835 -0.011 3.197
H -1.182 -0.063 3.832
H -3.054 2.004 2.582
H -3.172 4.341 1.724
H -1.712 4.975 -0.209
H -0.312 3.208 -1.262
C -4.967 3.600 -1.948
C -4.581 2.207 -2.388
O -3.171 2.198 -2.629
P -2.396 0.790 -2.788
S -2.702 -0.462 -1.301
S -0.509 1.160 -3.170
O -3.119 0.299 -4.153
C -2.810 -1.012 -4.641
C -3.565 -1.216 -5.933
H -6.055 3.700 -1.926
H -4.565 4.338 -2.645
H -4.572 3.815 -0.954
H -5.099 1.924 -3.307
H -4.820 1.469 -1.618
H -3.094 -1.751 -3.891
H -1.731 -1.086 -4.798
H -4.642 -1.161 -5.763
H -3.327 -2.195 -6.355
H -3.293 -0.448 -6.659
C 0.005 -5.511 -1.182
N 0.483 -4.238 -1.683
C 1.573 -4.175 -2.506
C 2.073 -3.013 -2.936
C 1.465 -1.772 -2.456
O 1.908 -0.666 -2.727
N 0.342 -1.883 -1.635
C -0.165 -3.070 -1.223
O -1.142 -3.208 -0.494
H 0.289 -6.297 -1.882
H -1.076 -5.472 -1.085
H 0.422 -5.736 -0.197
H 1.997 -5.132 -2.785
H 2.932 -2.965 -3.588

---

No. 4
99
Properties=species:S:1:pos:R:3 method="wB97M-V/def2-TZVPD" spin_multiplicity=1 homo_lumo_gap_ev=6.3 charge=+1 lumo_energy_ev=-2.9
Mg -0.046 2.767 0.755
Mg 1.591 0.269 0.276
C -2.099 2.060 -1.788
C -1.020 0.966 -1.572
O -0.073 1.266 -0.628
H -2.627 2.589 -0.995
H -2.951 1.618 -2.305
H -1.562 2.788 -2.396
H -0.538 0.676 -2.505
H -1.588 0.105 -1.219
C 3.368 -3.739 0.406
C 3.657 -2.255 0.726
O 2.640 -1.408 0.230
H 2.425 -4.019 0.876
H 4.118 -4.386 0.860
H 3.466 -3.930 -0.663
H 4.623 -2.009 0.285
H 3.899 -2.261 1.788
C 1.189 2.005 3.952
C 1.940 2.542 2.730
O 1.539 1.802 1.674
H 0.140 2.299 3.983
H 1.624 2.357 4.887
H 1.344 0.927 3.899
H 2.999 2.740 2.896
H 1.717 3.583 2.494
C -4.079 -2.894 -1.059
C -5.227 -3.703 -0.375
C -5.523 -2.694 0.746
O -4.292 -2.363 1.218
C -3.319 -2.300 0.147
H -4.577 -2.231 -1.767
H -3.379 -3.455 -1.677
H -5.124 -4.727 -0.015
H -6.124 -3.687 -0.994
H -5.968 -3.202 1.602
H -6.211 -1.880 0.519
H -2.516 -3.006 0.358
H -3.083 -1.264 -0.098
O 1.396 3.825 -0.475
C 1.783 4.349 -1.581
O 2.972 4.881 -1.640
C 3.259 5.273 -3.048
C 2.264 4.564 -3.868
C 1.114 4.386 -2.916
H 4.266 5.072 -3.413
H 3.183 6.352 -3.177
H 2.622 3.632 -4.307
H 1.924 5.161 -4.714
H 0.676 3.400 -3.076
H 0.309 5.104 -3.069
O -1.349 1.858 1.819
C -2.371 1.827 2.533
O -3.056 0.693 2.665
C -4.260 0.997 3.401
C -3.993 2.272 4.113
C -2.885 2.944 3.430
H -4.307 0.129 4.059
H -5.157 1.183 2.811
H -3.644 2.137 5.137
H -4.869 2.920 4.130
H -2.057 3.216 4.084
H -3.195 3.812 2.848
O 2.719 0.881 -1.297
C 3.384 0.673 -2.293
O 2.880 0.901 -3.445
C 3.698 0.358 -4.517
C 5.083 0.389 -3.843
C 4.757 0.046 -2.334
H 3.679 1.170 -5.243
H 3.363 -0.582 -4.955
H 5.420 1.423 -3.916
H 5.761 -0.247 -4.412
H 5.501 0.519 -1.693
H 4.740 -1.018 -2.099
O 2.869 -2.977 -3.732
C 1.854 -3.172 -3.136
O 1.471 -4.278 -2.593
C 0.345 -4.139 -1.757
C -0.234 -2.849 -2.187
C 0.850 -2.067 -2.851
H 0.596 -3.992 -0.707
H -0.401 -4.927 -1.857
H -0.810 -2.319 -1.429
H -0.958 -3.097 -2.963
H 1.340 -1.378 -2.163
H 0.493 -1.364 -3.603
O 0.159 -0.795 1.604
C -0.480 -1.257 2.590
O -1.495 -1.989 2.418
C -2.109 -2.404 3.574
C -1.374 -1.876 4.810
C -0.281 -1.015 4.103
H -2.170 -3.492 3.562
H -3.125 -2.010 3.571
H -0.882 -2.673 5.368
H -1.871 -1.272 5.569
H 0.723 -1.134 4.511
H -0.473 0.030 4.346

---

Results for max |F|: 0.09785 0.06687 0.04098 0.11064 (in Eh/bohr, following the order of the records).